(1)
The following is a DFT calculation (the ωB97M-V functional and the def2-TZVPD basis) of a structure of composition C3H4O2 at a distorted geometry.

Last column: Löwdin charge in e.
Geometry (Å):
C: -0.42 -0.80 -0.07  -0.694
O: -1.49 -0.41 0.70  0.043
O: -0.45 -1.47 -1.07  0.073
H: -2.22 -0.17 0.10  0.133
H: 0.30 -1.34 1.04  0.187
C: 0.65 0.59 -0.17  -0.052
C: 1.18 1.63 -0.52  0.117
H: 1.65 2.55 -0.77  0.031
H: 0.79 -0.57 0.77  0.162

Computed properties:
Charge   0
HOMO energy (alpha / beta)   -0.381 / -0.381 Eh

(2)
The following is a DFT calculation (the ωB97M-V functional and the def2-TZVPD basis) of the molecule C10H9BrN2O at a distorted geometry.

Last column: Löwdin charge in e.
Geometry (Å):
O: 0.62 -2.35 1.47  0.062
C: 1.04 -1.28 1.09  -0.447
N: 2.31 -0.95 1.41  0.134
C: 2.94 0.14 0.92  -0.112
C: 2.30 1.05 0.19  -0.080
C: 1.08 0.71 -0.44  0.026
C: 0.44 -0.39 0.09  -0.094
C: -0.93 -0.91 -0.35  -0.210
C: -1.06 -0.44 -1.74  -0.086
C: -1.81 0.62 -2.06  -0.131
N: -2.54 1.41 -1.12  0.042
C: -2.48 1.04 0.08  -0.801
Br: -3.08 2.19 1.41  0.803
C: -1.89 -0.17 0.70  -0.147
H: 2.94 -1.65 1.75  0.165
H: 3.98 0.40 1.17  0.138
H: 2.81 1.90 -0.10  0.083
H: 0.60 1.24 -1.19  0.097
H: -1.08 -1.92 -0.34  0.112
H: -0.29 -0.96 -2.43  0.158
H: -1.91 1.06 -3.06  0.105
H: -2.61 -0.85 0.98  0.104
H: -1.39 0.12 1.57  0.078

Computed properties:
Charge   0
HOMO energy   -0.315 Eh

Result set for total energy: -266.95230 -3145.17044 Eh, one per record in the order listed.
Result set for M: 72.1 253.1 g mol⁻¹, one per record in the order listed.